Formula: C18H20N3O3S
Source: the Open Molecules 2025 dataset
Level of theory: ωB97M-V/def2-TZVPD

Cartesian coordinates (Å):
C  5.3442  -1.0830  -1.8904
O  4.1083  -0.3574  -1.9635
C  3.0474  -1.2083  -1.8291
N  1.8860  -0.4183  -1.8546
N  0.8244  -1.1697  -1.8509
C  -0.2988  -0.5425  -1.7154
C  -1.5267  -1.3482  -1.8886
C  -0.2513  0.9533  -1.5140
C  -1.5338  1.7870  -1.6983
O  -2.6025  1.4446  -1.1866
N  -1.4046  2.8851  -2.4804
C  -2.5949  3.6612  -2.7681
C  -0.1289  3.5590  -2.7484
O  3.1708  -2.4172  -1.6952
H  6.1312  -0.3321  -1.9484
H  5.4073  -1.6375  -0.9468
H  5.4310  -1.7958  -2.7192
H  -2.4285  -0.7327  -1.9490
H  -1.4020  -1.9553  -2.8018
H  -1.6332  -2.0387  -1.0409
H  0.5451  1.2958  -2.1897
H  -3.4757  3.0148  -2.7443
H  -2.7208  4.4713  -2.0357
H  -2.4627  4.1003  -3.7614
H  0.6654  2.8545  -3.0139
H  -0.2999  4.2208  -3.5999
H  0.2068  4.1456  -1.8782
C  0.3093  -3.0580  4.6556
C  0.7408  -2.3725  3.5306
C  -0.0781  -1.3923  2.9277
C  -1.3395  -1.0427  3.5361
C  -1.7489  -1.7615  4.6835
C  -0.9582  -2.7769  5.2114
C  -2.1066  -0.0100  2.9399
C  -1.6839  0.6373  1.7865
C  -0.4149  0.3337  1.2292
S  0.3907  1.4060  0.1018
C  0.3223  -0.7292  1.7525
H  0.9520  -3.8053  5.1109
H  1.7192  -2.5507  3.0838
H  -2.6995  -1.4911  5.1483
H  -1.3075  -3.3515  6.0694
H  -3.0541  0.2574  3.4152
H  -2.2924  1.3807  1.2705
H  1.2457  -1.0299  1.2597

Atoms 1-3, force components in eV/Å:
-0.26 0.33 0.00
1.16 -0.83 0.07
-2.65 1.18 -0.14

Its spin multiplicity is 1. The energy is -1486.109526 Ha. Its SMILES is CO/C([O-])=N/N=C(/C)[C@H](Sc1ccc2ccccc2c1)C(=O)N(C)C. Its LUMO energy is 2.9 eV. The value obtained for the HOMO energy is -0.116 Ha. Its charge is -1.